Below is 6 unconnected molecules or ions with the total composition C10H33O11 at a distorted geometry, with properties calculated with ωB97M-V/def2-TZVPD.

The geometry in XYZ format:
```
54
Properties=species:S:1:pos:R:3:forces:R:3:nbo_charge:R:1
O 0.510084 0.110646 -0.634791 0.12 2.22 -0.44 -0.77
H 1.426624 0.377103 -0.532066 1.22 0.35 -0.17 0.55
H 0.537902 -0.833851 -0.804320 -0.63 -2.68 -0.18 0.56
H 0.104730 0.404944 0.184161 -0.90 -0.16 0.98 0.57
C -0.628651 -0.409914 3.240966 1.73 -1.19 1.57 -0.10
C -1.044862 -1.742854 2.559897 -0.05 2.39 0.60 -0.07
O -1.211936 -1.392647 1.253382 0.11 -0.89 -3.23 -0.77
O 0.474929 0.312335 2.556946 -1.67 -0.93 -0.16 -0.77
H -0.214692 -0.689768 4.209679 -0.15 0.13 0.34 0.18
H -1.513064 0.192132 3.449426 0.11 0.35 -0.56 0.18
H -2.024676 -2.003806 2.959837 0.14 -0.48 0.62 0.18
H -0.335774 -2.570299 2.584885 0.04 0.19 0.49 0.18
H -1.548697 -0.503810 1.118622 -0.50 0.43 0.37 0.50
H 0.935674 0.814086 3.233383 -0.10 0.02 0.10 0.48
C 0.953775 -3.168456 0.201123 2.14 0.20 0.47 -0.09
C 2.126508 -4.146402 -0.097395 -0.62 1.69 -0.89 -0.10
O 1.748110 -5.075500 -1.087438 -0.44 -0.95 0.77 -0.71
O 0.594005 -2.416575 -0.957655 -0.27 -0.66 0.41 -0.75
H 1.343835 -2.416661 0.887252 0.03 0.06 0.17 0.18
H 0.181454 -3.687814 0.768487 -0.63 0.01 -0.74 0.18
H 2.474312 -4.538984 0.858125 0.13 -0.41 -0.15 0.18
H 2.925294 -3.648325 -0.646881 0.27 0.67 0.76 0.17
H 1.466891 -5.838420 -0.577083 -0.32 -0.52 -0.52 0.47
H 0.398607 -3.044390 -1.657127 -0.10 0.00 -0.40 0.51
C -3.336042 1.380171 0.054346 0.61 0.18 -0.01 -0.10
C -4.288649 2.018020 1.038008 0.54 -0.62 0.63 -0.10
O -3.709731 3.249978 1.472088 -0.31 -0.47 -0.24 -0.71
O -2.005178 1.182800 0.679058 -1.16 -0.52 -1.00 -0.79
H -3.253913 2.011276 -0.830559 0.40 0.36 0.04 0.18
H -3.698982 0.441047 -0.363290 0.22 -0.33 0.56 0.20
H -4.359699 1.359945 1.904025 0.00 0.16 0.21 0.19
H -5.303407 2.119176 0.653124 0.04 0.21 -0.30 0.19
H -3.554475 3.706364 0.641907 0.09 0.68 0.02 0.47
H -1.766711 1.962302 1.186108 -0.31 0.38 0.10 0.50
C -1.562445 1.634293 -3.014388 -1.20 0.43 -3.08 -0.12
C -0.667559 0.913029 -4.073930 -0.13 1.87 -0.14 -0.10
O 0.443464 0.319214 -3.521881 1.41 -1.64 1.06 -0.73
O -1.153736 2.921793 -2.554191 2.02 -0.40 1.28 -0.72
H -1.913328 0.906211 -2.283033 0.20 0.44 0.36 0.17
H -2.339097 2.133846 -3.593496 -1.38 -1.93 -0.41 0.20
H -0.274316 1.599114 -4.824104 -0.42 0.86 -0.06 0.16
H -1.159123 0.198628 -4.734316 -0.58 -0.30 0.75 0.21
H 1.130611 0.953604 -3.305134 -0.13 0.12 -0.16 0.46
H -0.274301 3.042912 -2.919605 0.27 0.48 0.29 0.46
C 3.896329 0.842207 0.055845 1.92 0.92 3.13 -0.09
C 3.141922 1.659952 1.180482 -0.69 -0.66 -1.10 -0.09
O 1.918648 2.136983 0.615191 -0.19 0.37 -0.61 -0.77
O 3.243878 -0.307320 -0.354460 -1.87 -0.29 -0.82 -0.75
H 4.765692 0.424670 0.563752 0.55 0.66 0.33 0.18
H 4.312720 1.493217 -0.712856 -0.65 0.08 -0.40 0.18
H 3.695478 2.509829 1.579724 0.57 -0.24 -0.35 0.20
H 2.789168 1.068566 2.025421 0.81 -0.65 -0.02 0.18
H 1.708351 2.986153 1.010509 -0.18 0.04 -0.13 0.49
H 3.894051 -0.950753 -0.645760 -0.13 -0.04 -0.12 0.50
```
Forces are in eV/Å.

## Properties
HOMO   -12.71 eV
Max |F|   3.78 eV Å⁻¹
Net charge   +1
Lowest unoccupied orbital energy   -2.3 eV
Relative energy (zero: lowest compared OMol25 entry of this formula, charge and spin)   1.427 eV
Molecular weight   329.36 g/mol